No. 1
Here is a structure of composition C26H24CsN4O4 in a non-equilibrium geometry from the OMol25 dataset. Energies are from ωB97M-V/def2-TZVPD.

Geometry as XYZ:
```
59
Properties=species:S:1:pos:R:3:forces:R:3
Cs -0.3511 -0.3751 -0.6208 0.2 1.0 1.3
C 4.6363 0.0333 0.5052 0.1 0.2 -0.1
O 5.0500 -1.3036 0.2958 -0.1 -0.1 -0.1
C 4.1707 -2.0400 -0.4934 0.0 0.0 0.2
C 4.7000 -2.7136 -1.5723 0.0 0.1 0.1
C 3.9054 -3.5146 -2.3943 0.0 0.0 0.0
C 2.5571 -3.6207 -2.1097 0.1 -0.1 -0.1
C 2.0063 -2.9655 -1.0128 0.0 0.0 0.2
C 0.6206 -3.1667 -0.5840 -0.1 -0.2 -0.2
N -0.4776 -3.2539 -1.2413 0.0 -0.2 -0.1
N -0.4652 -3.3495 -2.6279 0.2 -0.3 -0.1
C -0.2874 -2.2936 -3.3678 0.0 -0.1 0.4
O -0.0856 -1.0845 -2.9984 0.0 -0.5 -1.3
C -0.3197 -2.5873 -4.8442 0.0 0.2 -0.1
C -0.7143 -3.8191 -5.3593 0.0 0.0 0.0
C -0.7121 -4.0425 -6.7258 0.0 0.0 -0.1
C -0.3116 -3.0411 -7.6030 0.0 0.0 0.0
C 0.0842 -1.8118 -7.0969 0.0 0.0 0.0
C 0.0755 -1.5886 -5.7275 0.0 0.0 0.0
C 2.7839 -2.1212 -0.1442 -0.1 -0.1 -0.2
O 2.2611 -1.4795 0.8418 -0.1 -0.1 -0.1
H 5.4710 0.5519 0.9808 0.0 0.0 0.0
H 3.7430 0.0720 1.1292 0.1 0.0 0.0
H 4.4232 0.5189 -0.4588 0.0 0.0 0.1
H 5.7600 -2.5920 -1.7684 0.0 0.0 0.0
H 4.3353 -4.0252 -3.2464 0.0 0.0 0.0
H 1.9100 -4.2250 -2.7329 0.0 0.0 0.0
H 0.4975 -3.1314 0.4999 -0.1 0.0 -0.1
H -1.0148 -4.5920 -4.6657 0.0 0.0 0.0
H -1.0224 -5.0063 -7.1131 0.0 0.0 0.0
H -0.3066 -3.2201 -8.6720 0.0 0.0 0.0
H 0.4036 -1.0243 -7.7696 0.0 0.0 0.0
H 0.3779 -0.6389 -5.3077 0.0 0.0 0.0
C -1.9304 2.3499 5.6229 0.0 0.0 0.1
N -1.1968 2.5598 4.3802 0.0 0.0 -0.1
N -2.0013 2.4145 3.2361 0.1 -0.1 0.1
C -1.3104 1.6775 2.2602 0.0 0.1 -0.2
O -1.7056 1.5188 1.1166 -0.2 0.3 0.4
C -0.0786 1.2611 2.9057 0.0 0.0 0.1
C -0.0724 1.7696 4.1524 0.0 0.0 -0.1
C 0.9361 1.5756 5.2295 0.0 0.0 0.0
C -2.9439 3.4226 2.9372 0.0 0.0 0.0
C -2.8412 4.6884 3.5063 0.0 0.0 0.0
C -3.7829 5.6581 3.2012 -0.1 0.0 0.0
C -4.8172 5.3817 2.3198 0.0 0.0 0.0
C -4.9067 4.1195 1.7485 0.0 0.0 0.0
C -3.9844 3.1348 2.0581 0.0 0.0 0.0
H -2.7800 3.0287 5.6539 0.0 0.0 0.0
H -1.2728 2.5804 6.4581 0.0 0.0 0.0
H -2.2905 1.3199 5.7084 0.0 0.0 0.0
H 0.6998 0.6798 2.4363 0.0 -0.1 0.0
H 1.7987 1.0547 4.8221 0.0 0.0 0.0
H 0.5343 0.9764 6.0487 0.0 0.0 0.0
H 1.2580 2.5349 5.6365 0.0 0.0 0.0
H -2.0182 4.9123 4.1703 0.0 0.0 0.0
H -3.6961 6.6404 3.6472 0.0 0.0 0.0
H -5.5456 6.1441 2.0774 0.0 0.0 0.0
H -5.7074 3.8950 1.0562 0.0 0.0 0.0
H -4.0492 2.1529 1.6156 0.0 0.0 0.0
```
Forces are in eV/Å.

* gap between HOMO and LUMO: 5.179 eV
* charge: -1
* ΔE to the lowest compared entry with this formula, charge and spin: 0.0 kJ/mol
* largest force on an atom: 1.61 eV Å⁻¹
* DFT total energy: -42050.0016 eV
* HOMO energy: -3.37 eV
* lowest unoccupied orbital energy: 1.811 eV

Mulliken population analysis, charges in e, atoms 1 to 2: 1.147, -0.594


No. 2
Here is a structure of composition C26H24CsN8O6S from the OMol25 dataset. Energies are from ωB97M-V/def2-TZVPD.

Geometry as XYZ:
```
66
Properties=species:S:1:pos:R:3:forces:R:3
Cs -0.3161 -1.7871 -0.2686 0.1 -0.4 0.7
N 3.1578 -2.1903 -1.8720 0.0 0.1 0.0
C 3.4701 -2.1424 -0.5500 0.0 -0.1 0.0
N 4.5438 -1.4443 -0.2069 0.1 0.1 0.0
C 4.8251 -1.4653 1.0915 -0.1 0.0 0.0
N 5.8908 -0.7406 1.5202 0.0 0.0 0.0
N 4.1600 -2.1772 2.0180 0.0 0.0 0.1
C 3.0991 -2.8083 1.5483 0.0 0.0 -0.1
N 2.6932 -2.8450 0.2892 -0.1 0.1 -0.2
C 2.2718 -3.5576 2.5391 -0.1 0.1 0.1
C 2.8810 -4.3926 3.4682 0.1 0.1 0.0
C 2.0844 -5.0827 4.3632 0.0 0.0 0.0
C 0.7118 -4.8949 4.3090 0.0 0.0 0.0
C 0.2026 -4.0216 3.3618 -0.1 0.1 0.0
N 0.9547 -3.3610 2.4842 0.0 -0.2 0.0
H 3.5408 -1.4561 -2.4417 0.0 0.0 0.0
H 2.2506 -2.5412 -2.1197 0.0 -0.1 0.0
H 6.1026 0.0379 0.9169 0.0 0.0 0.0
H 5.8332 -0.5037 2.4971 0.0 0.0 0.0
H 3.9593 -4.4712 3.4662 0.0 0.0 0.0
H 2.5225 -5.7516 5.0929 0.0 0.0 0.0
H 0.0388 -5.4067 4.9838 0.0 0.0 0.0
H -0.8665 -3.8448 3.3050 0.0 0.0 0.0
C -1.6743 3.1687 1.8413 0.1 0.0 0.0
C -2.5015 2.6348 0.7052 -0.1 -0.1 0.0
C -2.8383 3.4413 -0.3745 0.0 0.0 0.0
C -3.5659 2.9414 -1.4443 0.0 0.2 -0.1
C -3.9821 1.6257 -1.4341 0.0 -0.4 0.0
C -3.6755 0.8017 -0.3570 0.0 0.0 0.0
C -2.9379 1.3097 0.6981 0.0 0.1 0.0
S -4.9612 0.9941 -2.7849 -0.1 0.0 0.0
O -4.5970 1.7558 -3.9515 0.0 -0.1 0.1
O -6.3307 0.9774 -2.3422 0.2 0.0 0.0
N -4.5239 -0.5513 -3.0303 0.1 0.2 0.0
C -3.1662 -0.8426 -3.5279 -0.1 -0.1 0.1
C -2.9256 -2.3538 -3.4419 -0.3 0.3 0.1
C -2.8602 -2.8120 -1.9754 0.4 -0.2 0.1
O -3.7278 -2.3815 -1.1748 -0.2 0.1 -0.1
O -1.8743 -3.5180 -1.6567 -0.3 -0.4 -0.4
H -1.0007 3.9569 1.5006 0.0 0.0 0.0
H -1.0647 2.3778 2.2814 0.0 0.0 0.0
H -2.3045 3.5825 2.6323 0.0 0.0 0.0
H -2.5039 4.4723 -0.3964 0.0 0.0 0.0
H -3.7955 3.5709 -2.2954 0.0 0.0 0.0
H -3.9680 -0.2415 -0.3525 0.0 0.0 0.0
H -2.6750 0.6562 1.5234 0.0 0.0 0.0
H -4.7240 -1.1588 -2.2252 0.0 0.0 0.0
H -2.4087 -0.3159 -2.9314 0.0 0.0 0.0
H -3.0882 -0.4886 -4.5542 0.0 0.0 0.0
H -1.9954 -2.6133 -3.9429 0.1 0.0 0.1
H -3.7311 -2.8877 -3.9550 -0.1 0.1 0.0
O -0.2727 0.8531 -1.0517 0.1 0.0 -0.2
C 0.7459 1.2502 -0.4905 0.3 0.9 -0.1
N 1.6780 0.5413 0.1964 -0.2 -0.1 0.0
C 2.5979 1.4159 0.7061 0.2 0.0 0.1
O 3.5648 1.1438 1.4032 0.0 0.0 0.0
C 2.2595 2.8262 0.2745 0.0 0.0 0.0
C 2.8693 4.0431 0.5024 0.0 -0.1 0.0
C 2.2870 5.1658 -0.0835 0.0 0.0 0.0
C 1.1433 5.0539 -0.8701 0.0 0.0 0.0
C 0.5366 3.8177 -1.0873 0.0 0.0 0.0
C 1.1184 2.7192 -0.4889 0.0 0.1 0.0
H 3.7636 4.1111 1.1090 0.0 0.0 0.0
H 2.7286 6.1443 0.0654 0.0 0.0 0.0
H 0.7230 5.9463 -1.3195 0.0 0.0 0.0
H -0.3526 3.7142 -1.6947 0.0 0.0 0.0
```
Forces are in eV/Å.

* gap between HOMO and LUMO: 8.292 eV
* charge: -1
* largest force on an atom: 0.93 eV Å⁻¹
* DFT total energy: -62947.3854 eV
* HOMO energy: -6.25 eV
* lowest unoccupied orbital energy: 2.041 eV

Mulliken population analysis, charges in e, atoms 1 to 2: 1.170, -0.378


No. 3
Here is a cluster of 4 separate species, C26H24F11N2O12 in total from the OMol25 dataset. Energies are from ωB97M-V/def2-TZVPD.

Geometry as XYZ:
```
75
Properties=species:S:1:pos:R:3:forces:R:3
C -2.0831 0.5596 -1.7805 -0.1 -0.2 0.2
C -1.2716 -0.6809 -2.1980 0.3 0.6 0.4
C -0.4362 -1.2412 -1.0497 -0.5 -0.4 -0.2
F 0.4889 -0.2647 -0.7080 0.1 0.0 -0.1
C -1.2415 -1.6463 0.1659 0.2 0.1 0.2
C -2.5512 -2.0745 -0.0017 -0.3 -0.2 0.2
C -3.3754 -2.4478 1.0617 0.3 0.3 -0.2
C -4.8136 -2.8952 0.8247 0.3 0.1 -0.1
O -5.6229 -1.9695 0.6326 -0.3 0.3 0.0
O -4.9760 -4.1106 0.9217 -0.2 -0.6 0.0
C -2.8838 -2.3749 2.3658 -0.1 0.0 0.0
C -3.8144 -2.7179 3.4936 -0.2 -0.1 0.5
O -3.7149 -3.6712 4.1949 0.1 0.1 0.0
N -4.9580 -1.7888 3.6248 0.2 0.4 -0.5
C -4.5776 -0.4580 3.8411 -0.1 0.0 0.3
O -4.2864 0.0536 4.8735 0.1 -0.2 -0.5
F -4.6089 0.2774 2.6941 -0.1 -0.1 0.4
C -1.5837 -1.9557 2.5487 0.0 -0.1 -0.3
C -0.7540 -1.6170 1.4767 0.0 0.0 0.0
C 0.5929 -1.2948 2.0589 0.1 -0.2 0.3
O 1.6422 -0.9875 1.5568 0.0 0.1 -0.2
N 0.4692 -1.4826 3.4492 -0.3 0.5 -0.2
C -0.8390 -1.7752 3.8235 0.2 -0.2 0.1
O -1.2414 -1.8699 4.9520 0.0 0.1 0.1
H -1.9707 1.3756 -2.4905 -0.1 0.0 -0.1
H -3.1402 0.3207 -1.6671 0.0 0.1 -0.1
H -1.7573 0.9329 -0.8087 0.1 0.0 0.0
H -0.5443 -0.3765 -2.9503 0.0 -0.2 -0.1
H -1.9097 -1.4551 -2.6156 0.1 -0.1 -0.1
H 0.0991 -2.1236 -1.4175 0.3 0.1 0.1
H -2.9928 -2.1103 -0.9879 0.0 0.0 0.0
H -5.4544 -1.8170 2.7207 0.0 0.0 0.0
H 1.0728 -0.9386 4.0509 0.2 -0.3 0.1
C 1.2442 2.5982 0.4563 0.0 0.1 -0.3
C 0.8518 4.0323 0.7199 0.0 -0.2 0.4
O 1.0124 4.8506 -0.4660 0.0 0.1 0.0
C 0.0353 4.7969 -1.3520 0.1 0.0 0.1
O -0.9803 4.1724 -1.2924 -0.1 0.0 0.0
C 0.3652 5.7371 -2.5318 0.0 -0.1 0.0
F 1.6314 5.5942 -2.9375 0.0 0.0 0.0
F 0.1916 7.0138 -2.1576 0.0 0.1 0.0
F -0.4352 5.4925 -3.5631 0.0 0.0 0.0
H 2.2609 2.5440 0.0658 0.0 0.0 0.1
H 1.1956 2.0202 1.3764 0.0 0.0 0.0
H 0.5822 2.1321 -0.2696 -0.1 0.0 0.0
H 1.5066 4.4921 1.4574 0.0 0.1 -0.1
H -0.1741 4.1136 1.0774 0.0 0.0 -0.1
C 4.7170 -1.5502 6.7417 0.0 0.0 -0.2
C 4.3803 -0.1003 7.0082 0.0 -0.2 0.3
O 4.6025 0.7139 5.8340 0.0 0.0 0.0
C 3.6399 0.6887 4.9308 0.1 0.1 0.0
O 2.6146 0.0787 4.9923 -0.1 0.0 0.0
C 3.9870 1.6261 3.7550 0.0 -0.1 -0.1
F 5.2596 1.4839 3.3749 0.0 0.0 0.0
F 3.8138 2.9010 4.1401 0.0 0.1 0.0
F 3.2000 1.3807 2.7215 0.1 0.1 0.1
H 5.7410 -1.6428 6.3787 0.0 0.0 0.1
H 4.6165 -2.1272 7.6602 0.0 0.0 0.0
H 4.0503 -1.9766 5.9934 0.0 0.0 0.0
H 5.0351 0.3242 7.7656 0.0 0.1 -0.1
H 3.3495 0.0198 7.3384 0.0 0.0 -0.1
C 0.6893 0.1985 -9.0671 -0.2 0.0 0.1
C 1.5169 -0.6702 -8.1462 0.2 0.1 -0.2
O 0.7597 -1.0744 -6.9882 0.0 0.0 0.0
C -0.0559 -2.1039 -7.1553 0.1 0.1 0.0
O -0.2267 -2.7377 -8.1537 0.0 0.0 0.0
C -0.7618 -2.4201 -5.8198 0.0 0.0 -0.1
F -1.2042 -1.3049 -5.2387 -0.1 0.0 0.0
F 0.1044 -3.0152 -4.9886 0.0 0.0 0.0
F -1.7861 -3.2379 -6.0191 0.0 0.0 0.0
H 0.2947 1.0582 -8.5254 0.1 0.0 0.0
H 1.3054 0.5565 -9.8915 0.0 0.0 0.0
H -0.1507 -0.3585 -9.4801 0.0 0.0 0.0
H 2.3637 -0.1191 -7.7439 0.0 0.0 0.1
H 1.8943 -1.5554 -8.6568 -0.1 -0.1 0.0
```
Forces are in eV/Å.

* gap between HOMO and LUMO: 7.636 eV
* charge: -1
* largest force on an atom: 0.79 eV Å⁻¹
* DFT total energy: -84798.8452 eV
* HOMO energy: -5.68 eV
* lowest unoccupied orbital energy: 1.955 eV

Mulliken population analysis, charges in e, atoms 1 to 2: -1.270, -0.206


> Among the records above, which one has the lowest lowest unoccupied orbital energy?

C26H24CsN4O4


> Which formula does entry 3 have?

C26H24F11N2O12


> What is the gap between HOMO and LUMO in the first record?

5.179 eV